This record from the OMol25 dataset describes C46H48AsBaN3O as an isolated structure. The level of theory is ωB97M-V/def2-TZVPD.

Atoms and positions in Å:
H: -1.7750 -3.3501 2.1598
H: -2.0344 -8.7174 -1.8128
H: -1.1715 -8.4391 -0.2871
H: 2.4255 5.7465 -1.0561
C: 2.0705 -2.0849 -4.7093
H: 4.9960 5.5265 3.4451
H: 1.8889 -3.0741 -1.5506
H: -2.0051 1.2317 7.0367
C: 1.3979 -3.2638 -4.7876
C: -0.9859 -6.6784 -3.1565
C: 3.6119 2.0849 2.2514
H: 3.2091 1.1281 1.9129
H: -2.0154 3.4367 1.5120
C: 0.4182 -4.7476 -2.9450
H: -1.8621 -4.2315 0.1513
C: 2.7350 3.1359 2.5439
C: -0.5688 0.6748 5.5208
H: -1.9910 -0.4304 -3.2143
H: 2.1926 1.2260 -2.8273
C: 1.7915 -2.7497 -2.6641
H: 5.6738 1.4585 2.1374
C: -1.6347 2.8529 5.6547
C: -0.0705 2.3739 3.8720
C: 0.1669 -6.2571 -1.0835
C: -2.8231 1.4266 -1.0663
C: -1.4530 1.5579 6.1532
C: 4.6092 4.5569 3.1212
C: -2.4679 -1.1349 -1.2202
C: 2.1970 2.1272 -2.1918
Ba: 0.4404 0.2495 -0.9138
C: -1.4484 4.3233 1.2202
C: -2.4177 -3.6436 -0.5921
H: -1.6655 -7.2896 -3.7496
C: -0.6267 -7.0925 -1.8742
H: 0.8321 -3.6096 -0.0079
H: -3.2689 2.1137 -0.3349
H: -3.4580 -4.0151 -0.5915
C: -2.6180 0.0785 -0.4895
H: -0.4280 -5.1677 -5.8391
C: 3.2290 2.4524 -1.3125
As: 0.8470 2.8694 2.2429
H: -0.4190 -0.3357 5.9076
H: 3.9589 1.6973 -0.9871
C: -1.0918 -4.9752 -4.9854
C: 0.6481 5.5449 1.1410
C: 3.2258 4.3545 3.0375
H: 2.5345 5.1411 3.3454
C: 1.0309 3.0174 -2.2856
N: 2.2830 -1.7616 -3.3613
H: -1.8743 1.8982 -1.4118
H: -2.0212 -5.5261 -5.1841
H: -1.6915 1.3252 2.0794
C: -0.0724 4.3931 1.4761
C: 3.3018 3.7761 -0.8545
C: -0.9304 3.2728 4.5189
C: 4.9919 2.2788 2.3753
H: -1.8709 7.3832 -0.2360
C: 2.2945 4.6775 -1.2705
C: -2.5232 -0.2346 0.8955
H: -1.6073 -1.8003 3.0190
H: -1.9940 -3.8625 -1.5796
H: -0.9533 3.0114 -3.1744
O: 0.6662 1.5507 1.1549
H: 2.3873 -1.4242 -5.5066
C: -2.0932 5.3960 0.5908
H: -3.2157 -2.5101 2.7692
H: -3.4546 1.4435 1.8585
C: 0.0020 6.6146 0.5144
H: -3.1606 5.3240 0.3685
C: -2.2279 -2.3613 2.3036
H: -3.4627 1.3886 -1.9600
N: 1.1797 4.3283 -1.8838
H: -3.5317 -1.2982 -3.0844
H: 2.3291 -4.5588 -0.2932
H: -1.3399 -3.9040 -4.9441
C: -2.4978 -1.2663 -2.7001
C: 0.6817 -5.0575 -1.5909
C: 0.1287 1.0816 4.3780
C: -1.0709 -8.4345 -1.3767
H: -1.0546 4.2857 4.1313
H: 6.5679 3.6802 2.8490
C: -2.6201 0.7396 2.0043
C: -2.3377 -1.6312 1.0191
H: 1.7141 5.6007 1.3663
H: 1.1822 -3.8838 -5.6372
C: -1.3697 6.5447 0.2490
H: -2.0076 -2.1948 -3.0302
C: -0.5217 -5.4721 -3.6989
C: -2.3596 -2.1954 -0.2818
C: 5.4896 3.5209 2.7867
H: 0.4051 -6.5400 -0.0608
H: 0.8129 0.3998 3.8681
C: 1.4409 -4.1219 -0.7643
N: 1.1417 -3.6539 -3.4519
C: -0.2365 2.4796 -2.5298
H: 4.1207 4.1376 -0.2328
H: -2.3284 3.5407 6.1452
H: -2.7539 0.2393 2.9737
H: -0.3468 -9.2146 -1.6504
H: 0.5787 7.4967 0.2241

Cartesian forces (eV/Å) of the 6 atoms listed first:
H 0.0 0.1 0.1
H 0.1 0.0 0.1
H 0.0 0.0 -0.1
H -0.1 -0.3 0.0
C 0.0 0.1 0.7
H -0.1 -0.3 0.0

Frontier orbital gap (spin up / spin down)   4.51 / 3.39 eV
ΔE to the lowest compared entry with this formula, charge and spin   0.0000 eV
Charge   -2

This record from the OMol25 dataset describes a 2-piece molecular cluster, C2HF3O2 overall. The level of theory is ωB97M-V/def2-TZVPD.

Atoms and positions in Å:
C: 0.8798 1.4946 0.0677
O: -0.7917 -1.0841 1.0192
F: -1.6944 -0.1549 -0.8854
C: -0.5578 -0.5085 -0.1741
F: 1.9029 1.1330 -0.7169
H: -0.4809 -1.9996 1.0456
F: 0.0637 -1.3777 -0.9698
O: 0.6783 2.4973 0.6137

Cartesian forces (eV/Å) of the 6 atoms listed first:
C 0.8 0.5 0.4
O -0.3 1.1 0.0
F 0.9 0.2 1.2
C -2.7 -2.8 -0.9
F 0.1 0.3 -0.1
H 0.1 0.0 -0.2

⟨S²⟩   2.01
2S+1   3
Frontier orbital gap (spin up / spin down)   8.96 / 10.85 eV
ΔE to the lowest compared entry with this formula, charge and spin   0.0000 eV

This record from the OMol25 dataset describes a 2-piece molecular cluster, C4H10NO3 overall. The level of theory is ωB97M-V/def2-TZVPD.

Atoms and positions in Å:
H: 1.5890 1.1628 -2.1837
O: 0.7029 1.5867 1.5309
C: -1.3636 -0.3687 -0.9805
H: 0.2234 -2.7856 1.8523
O: 1.4378 0.3036 -2.5919
H: -0.6812 -1.2092 -0.8182
H: -0.8593 1.5776 -0.2297
N: -0.7953 0.6387 0.1357
H: -2.3766 -0.5084 -0.5861
H: -0.8925 -0.7150 2.4577
C: 0.0834 0.5776 1.2066
H: 0.4394 -2.1028 0.3157
H: 0.7228 -0.4202 2.9657
O: -1.2014 0.2673 -2.1273
H: 0.4651 0.2109 -2.3505
C: 0.1535 -0.6894 2.0820
C: 0.6854 -1.9363 1.3643
H: 1.7762 -1.9215 1.3951

Cartesian forces (eV/Å) of the 6 atoms listed first:
H 0.3 0.0 0.0
O 0.4 0.3 0.5
C 1.4 2.0 0.6
H 0.6 -0.6 0.3
O -0.2 0.2 0.4
H -0.5 -0.6 -0.1

Frontier orbital gap   7.86 eV
ΔE to the lowest compared entry with this formula, charge and spin   1.9609 eV
Charge   -1

> Which of these has the highest ΔE to the lowest compared entry with this formula, charge and spin?

C4H10NO3

> Among the records above, which one has the highest ΔE to the lowest compared entry with this formula, charge and spin?

C4H10NO3

Copy entry 3 word for word.
This record from the OMol25 dataset describes a 2-piece molecular cluster, C4H10NO3 overall. The level of theory is ωB97M-V/def2-TZVPD.

Atoms and positions in Å:
H: 1.5890 1.1628 -2.1837
O: 0.7029 1.5867 1.5309
C: -1.3636 -0.3687 -0.9805
H: 0.2234 -2.7856 1.8523
O: 1.4378 0.3036 -2.5919
H: -0.6812 -1.2092 -0.8182
H: -0.8593 1.5776 -0.2297
N: -0.7953 0.6387 0.1357
H: -2.3766 -0.5084 -0.5861
H: -0.8925 -0.7150 2.4577
C: 0.0834 0.5776 1.2066
H: 0.4394 -2.1028 0.3157
H: 0.7228 -0.4202 2.9657
O: -1.2014 0.2673 -2.1273
H: 0.4651 0.2109 -2.3505
C: 0.1535 -0.6894 2.0820
C: 0.6854 -1.9363 1.3643
H: 1.7762 -1.9215 1.3951

Cartesian forces (eV/Å) of the 6 atoms listed first:
H 0.3 0.0 0.0
O 0.4 0.3 0.5
C 1.4 2.0 0.6
H 0.6 -0.6 0.3
O -0.2 0.2 0.4
H -0.5 -0.6 -0.1

Frontier orbital gap   7.86 eV
ΔE to the lowest compared entry with this formula, charge and spin   1.9609 eV
Charge   -1

Copy entry 3 word for word.
This record from the OMol25 dataset describes a 2-piece molecular cluster, C4H10NO3 overall. The level of theory is ωB97M-V/def2-TZVPD.

Atoms and positions in Å:
H: 1.5890 1.1628 -2.1837
O: 0.7029 1.5867 1.5309
C: -1.3636 -0.3687 -0.9805
H: 0.2234 -2.7856 1.8523
O: 1.4378 0.3036 -2.5919
H: -0.6812 -1.2092 -0.8182
H: -0.8593 1.5776 -0.2297
N: -0.7953 0.6387 0.1357
H: -2.3766 -0.5084 -0.5861
H: -0.8925 -0.7150 2.4577
C: 0.0834 0.5776 1.2066
H: 0.4394 -2.1028 0.3157
H: 0.7228 -0.4202 2.9657
O: -1.2014 0.2673 -2.1273
H: 0.4651 0.2109 -2.3505
C: 0.1535 -0.6894 2.0820
C: 0.6854 -1.9363 1.3643
H: 1.7762 -1.9215 1.3951

Cartesian forces (eV/Å) of the 6 atoms listed first:
H 0.3 0.0 0.0
O 0.4 0.3 0.5
C 1.4 2.0 0.6
H 0.6 -0.6 0.3
O -0.2 0.2 0.4
H -0.5 -0.6 -0.1

Frontier orbital gap   7.86 eV
ΔE to the lowest compared entry with this formula, charge and spin   1.9609 eV
Charge   -1